Here is C3H4S in the gas phase at a distorted geometry from OMol25. Energies are from ωB97M-V/def2-TZVPD.

## Properties
- E_LUMO: 0.88 eV
- 2S+1: 1
- Frontier orbital gap: 0.3510 Eh
- SMILES: C=C1CS1
- Energy relative to the best compared isomer or geometry (same formula, charge and spin): 19.9 kcal/mol
- Energy: -14008.7150 eV

Positions of all 8 atoms, in Å:
C1 0.960 -0.911 0.614
C2 0.074 -0.291 -0.123
C3 -0.829 1.012 -0.395
S1 -1.164 -0.604 -1.299
H1 1.256 -1.947 0.591
H2 1.637 -0.403 1.343
H3 -1.612 1.484 0.241
H4 -0.323 1.661 -0.973

From a Mulliken analysis of the wavefunction, the atomic charges in e read: -0.49 0.22 -0.58 -0.11 0.25 0.20 0.26 0.26


Here is a molecular structure, C28H43Cl2GeNO3V at a distorted geometry from OMol25. Energies are from ωB97M-V/def2-TZVPD.

## Properties
- <S²>: 3.76
- E_LUMO (alpha / beta): 0.61 / 0.57 eV
- 2S+1: 4
- Frontier orbital gap (alpha / beta): 0.3059 / 0.3203 Eh
- Energy relative to the best compared isomer or geometry (same formula, charge and spin): 5.1 kcal/mol
- Energy: -144617.0144 eV

Positions of all 79 atoms, in Å:
V1 -0.533 -1.024 0.073
C1 1.161 3.620 -1.874
C2 -0.230 3.082 -2.190
C3 -0.220 2.085 -3.356
C4 -0.950 2.523 -0.971
C5 -2.229 1.973 -1.117
C6 -2.996 1.632 -0.018
C7 -2.518 1.813 1.283
C8 -3.416 1.625 2.477
C9 -1.214 2.256 1.428
C10 -0.443 2.613 0.321
H1 1.630 4.004 -2.781
H2 1.825 2.852 -1.468
H3 1.128 4.434 -1.149
H4 -0.827 3.943 -2.510
H5 0.002 1.070 -3.023
H6 0.519 2.370 -4.107
H7 -1.187 2.038 -3.857
H8 -2.648 1.857 -2.110
H9 -4.002 1.256 -0.167
H10 -4.092 2.478 2.572
H11 -2.837 1.559 3.399
H12 -4.031 0.728 2.398
H13 -0.801 2.371 2.424
H14 0.545 3.022 0.494
C11 2.772 -2.087 -1.061
C12 1.961 -0.904 -1.544
C13 2.821 0.071 -2.317
O1 1.441 -0.241 -0.325
C14 0.776 -1.394 -2.412
O2 1.011 -1.864 -3.497
O3 -0.417 -1.260 -1.867
H15 3.698 -1.749 -0.593
H16 3.007 -2.718 -1.917
H17 2.222 -2.683 -0.334
H18 3.688 0.361 -1.722
H19 2.265 0.964 -2.604
H20 3.151 -0.416 -3.233
H21 1.233 0.680 -0.549
C15 5.591 -1.815 3.193
C16 4.622 -0.899 3.933
C17 3.193 -1.443 3.956
C18 2.525 -1.431 2.575
Ge1 0.821 -2.330 2.597
C19 0.631 -3.995 1.577
C20 1.345 -5.181 2.234
C21 2.865 -5.060 2.192
C22 3.583 -6.174 2.941
H22 6.618 -1.453 3.254
H23 5.343 -1.903 2.133
H24 5.570 -2.823 3.617
H25 4.621 0.093 3.470
H26 4.971 -0.755 4.959
H27 2.582 -0.863 4.653
H28 3.211 -2.461 4.362
H29 3.160 -1.913 1.831
H30 2.361 -0.408 2.231
H31 0.532 -2.832 4.036
H32 0.947 -3.904 0.534
H33 -0.452 -4.145 1.555
H34 1.048 -6.113 1.742
H35 1.028 -5.276 3.279
H36 3.168 -4.095 2.611
H37 3.192 -5.046 1.146
H38 3.323 -6.167 4.002
H39 4.667 -6.082 2.865
H40 3.307 -7.154 2.545
Cl1 -0.774 -0.411 4.989
C23 -2.019 -1.157 4.020
C24 -3.243 -1.402 4.619
C25 -4.322 -1.856 3.873
C26 -4.177 -2.032 2.505
C27 -2.942 -1.780 1.950
Cl2 -2.743 -1.926 0.194
C28 -1.797 -1.376 2.649
N1 -0.577 -1.223 1.995
H41 -3.352 -1.211 5.679
H42 -5.274 -2.047 4.350
H43 -5.003 -2.353 1.885

Mulliken population analysis, charges in e, atoms 1 to 8: 0.71 -1.83 0.79 -1.81 0.87 -0.62 -0.86 0.95


Here is a molecular structure, C19H23Cl2MgN5OS from OMol25. Energies are from ωB97M-V/def2-TZVPD.

## Properties
- E_LUMO: -0.13 eV
- 2S+1: 1
- Frontier orbital gap: 0.2405 Eh
- Energy relative to the best compared isomer or geometry (same formula, charge and spin): 0.0 kcal/mol
- Energy: -70903.7200 eV

Positions of all 52 atoms, in Å:
Mg1 0.668 1.163 -1.342
Cl1 -1.978 -0.570 1.151
C1 -2.412 -1.072 2.783
Cl2 -1.338 -0.366 4.012
H1 -2.331 -2.150 2.847
H2 -3.420 -0.738 2.996
C2 2.367 4.768 1.648
N1 1.245 3.955 1.225
C3 0.033 3.807 1.879
C4 -0.699 2.937 1.139
N2 0.037 2.549 0.043
C5 1.215 3.180 0.123
S1 2.466 2.895 -1.051
H3 2.316 4.911 2.724
H4 2.357 5.737 1.149
H5 3.290 4.250 1.398
H6 -0.185 4.340 2.787
H7 -1.692 2.563 1.316
H8 -1.753 0.959 -1.956
C6 1.174 -0.840 -3.612
C7 -0.181 -1.475 -3.456
C8 -0.436 -2.730 -3.991
C9 -1.695 -3.307 -3.917
C10 -2.723 -2.582 -3.329
C11 -2.515 -1.323 -2.789
C12 -3.663 -0.524 -2.243
C13 -1.213 -0.760 -2.800
N3 -0.924 0.448 -2.228
H9 1.817 -1.447 -4.248
H10 1.720 -0.725 -2.665
H11 1.088 0.154 -4.061
H12 0.370 -3.260 -4.488
H13 -1.879 -4.288 -4.336
H14 -3.724 -3.000 -3.302
H15 -4.595 -1.082 -2.331
H16 -3.785 0.414 -2.794
H17 -3.532 -0.259 -1.190
N4 2.036 -0.780 4.737
C14 2.356 -0.128 3.583
O1 3.000 0.900 3.567
C15 1.874 -0.770 2.316
C16 1.522 -2.107 2.191
C17 1.074 -2.573 0.968
C18 0.963 -1.683 -0.086
N5 1.320 -0.399 0.020
C19 1.783 0.038 1.194
H18 2.263 -0.299 5.592
H19 1.253 -1.410 4.759
H20 1.613 -2.787 3.030
H21 0.796 -3.608 0.825
H22 0.561 -1.998 -1.043
H23 2.096 1.071 1.257

Mulliken population analysis, charges in e, atoms 1 to 8: 0.42 0.03 -0.58 -0.15 0.30 0.38 -0.93 0.36


Here is a molecular structure, C34H46MgO23S3 at a distorted geometry from OMol25. Energies are from ωB97M-V/def2-TZVPD.

## Properties
- E_LUMO: 0.48 eV
- 2S+1: 1
- Frontier orbital gap: 0.0994 Eh
- Energy: -121035.2795 eV
- Total charge: -2

Positions of all 107 atoms, in Å:
Mg1 15.581 -6.720 1.476
C1 17.145 -7.898 -3.907
C2 16.585 -8.027 -2.512
C3 15.223 -8.717 -2.363
O1 14.575 -8.435 -1.374
C4 14.698 -9.389 -3.462
C5 15.170 -9.169 -4.774
C6 16.460 -8.413 -4.982
O2 17.013 -8.194 -6.147
O3 14.435 -9.625 -5.737
O4 17.016 -7.560 -1.422
H1 18.128 -7.479 -4.063
H2 13.800 -9.974 -3.333
C7 11.619 -3.395 4.312
C8 11.057 -2.062 4.257
C9 11.585 -1.081 3.085
O5 11.084 0.080 2.845
C10 12.616 -1.645 2.075
C11 13.005 -2.916 2.166
C12 12.520 -3.787 3.317
O6 12.813 -5.101 3.413
O7 13.820 -3.320 1.207
O8 10.291 -1.627 5.173
H3 11.384 -4.056 5.134
H4 12.825 -0.956 1.269
C13 5.858 -1.807 0.822
C14 6.299 -1.631 -0.610
C15 7.638 -2.172 -0.996
O9 7.430 -2.765 -2.299
C16 6.027 -2.773 -2.487
O10 5.459 -3.298 -3.418
O11 5.348 -2.276 -1.408
H5 6.279 -1.115 1.551
H6 6.030 -2.846 1.105
H7 4.793 -1.607 0.938
H8 6.297 -0.581 -0.904
H9 7.920 -2.974 -0.313
H10 8.466 -1.463 -0.992
C17 8.089 -8.058 7.261
C18 7.145 -6.894 7.482
C19 6.709 -5.965 6.339
O12 5.296 -5.857 6.590
C20 4.855 -6.890 7.373
O13 3.678 -7.232 7.541
O14 5.914 -7.592 7.739
H11 7.935 -8.554 6.302
H12 8.058 -8.758 8.096
H13 9.120 -7.706 7.237
H14 7.412 -6.272 8.336
H15 6.910 -6.226 5.300
H16 7.092 -4.975 6.589
C21 13.289 5.344 4.896
C22 11.948 5.832 5.381
C23 10.969 4.678 5.761
O15 10.404 5.165 6.874
C24 11.036 6.144 7.326
O16 10.917 6.503 8.517
O17 12.026 6.577 6.472
H17 13.939 4.925 5.664
H18 13.800 6.218 4.493
H19 13.280 4.592 4.107
H20 11.518 6.373 4.538
H21 11.616 3.841 6.025
H22 10.315 4.473 4.914
C25 13.266 1.365 11.193
C26 13.491 0.495 9.972
C27 14.691 1.051 9.107
O18 15.774 0.211 9.552
C28 15.244 -0.886 10.210
O19 15.885 -1.891 10.586
O20 13.893 -0.760 10.385
H23 12.442 1.052 11.835
H24 13.062 2.413 10.973
H25 14.236 1.610 11.626
H26 12.607 0.378 9.346
H27 14.820 2.085 9.426
H28 14.588 1.026 8.022
C29 14.561 5.326 -3.794
S1 12.777 5.098 -4.374
O21 12.766 4.246 -5.660
C30 12.551 3.869 -2.962
H29 15.172 6.117 -4.229
H30 15.222 4.506 -4.077
H31 14.567 5.388 -2.706
H32 12.868 4.299 -2.012
H33 13.249 3.070 -3.209
H34 11.594 3.356 -2.866
C31 15.252 -10.172 6.090
S2 16.531 -10.606 4.848
O22 16.474 -9.497 3.732
C32 17.890 -10.238 5.987
H35 15.430 -10.762 6.989
H36 14.260 -10.387 5.692
H37 15.315 -9.085 6.119
H38 18.813 -10.445 5.447
H39 17.825 -10.661 6.990
H40 17.846 -9.175 6.221
C33 18.575 -2.388 4.908
S3 18.662 -4.268 5.078
O23 18.089 -4.863 3.740
C34 20.515 -4.448 4.952
H41 17.591 -1.922 4.849
H42 19.184 -2.029 4.078
H43 18.986 -2.028 5.851
H44 21.129 -3.549 5.002
H45 21.077 -4.966 4.174
H46 20.849 -5.028 5.812

Mulliken population analysis, charges in e, atoms 1 to 8: 1.12 -0.66 0.45 0.53 -0.59 -0.72 0.42 0.49


Copy entry 2 word for word.
Here is a molecular structure, C28H43Cl2GeNO3V at a distorted geometry from OMol25. Energies are from ωB97M-V/def2-TZVPD.

## Properties
- <S²>: 3.76
- E_LUMO (alpha / beta): 0.61 / 0.57 eV
- 2S+1: 4
- Frontier orbital gap (alpha / beta): 0.3059 / 0.3203 Eh
- Energy relative to the best compared isomer or geometry (same formula, charge and spin): 5.1 kcal/mol
- Energy: -144617.0144 eV

Positions of all 79 atoms, in Å:
V1 -0.533 -1.024 0.073
C1 1.161 3.620 -1.874
C2 -0.230 3.082 -2.190
C3 -0.220 2.085 -3.356
C4 -0.950 2.523 -0.971
C5 -2.229 1.973 -1.117
C6 -2.996 1.632 -0.018
C7 -2.518 1.813 1.283
C8 -3.416 1.625 2.477
C9 -1.214 2.256 1.428
C10 -0.443 2.613 0.321
H1 1.630 4.004 -2.781
H2 1.825 2.852 -1.468
H3 1.128 4.434 -1.149
H4 -0.827 3.943 -2.510
H5 0.002 1.070 -3.023
H6 0.519 2.370 -4.107
H7 -1.187 2.038 -3.857
H8 -2.648 1.857 -2.110
H9 -4.002 1.256 -0.167
H10 -4.092 2.478 2.572
H11 -2.837 1.559 3.399
H12 -4.031 0.728 2.398
H13 -0.801 2.371 2.424
H14 0.545 3.022 0.494
C11 2.772 -2.087 -1.061
C12 1.961 -0.904 -1.544
C13 2.821 0.071 -2.317
O1 1.441 -0.241 -0.325
C14 0.776 -1.394 -2.412
O2 1.011 -1.864 -3.497
O3 -0.417 -1.260 -1.867
H15 3.698 -1.749 -0.593
H16 3.007 -2.718 -1.917
H17 2.222 -2.683 -0.334
H18 3.688 0.361 -1.722
H19 2.265 0.964 -2.604
H20 3.151 -0.416 -3.233
H21 1.233 0.680 -0.549
C15 5.591 -1.815 3.193
C16 4.622 -0.899 3.933
C17 3.193 -1.443 3.956
C18 2.525 -1.431 2.575
Ge1 0.821 -2.330 2.597
C19 0.631 -3.995 1.577
C20 1.345 -5.181 2.234
C21 2.865 -5.060 2.192
C22 3.583 -6.174 2.941
H22 6.618 -1.453 3.254
H23 5.343 -1.903 2.133
H24 5.570 -2.823 3.617
H25 4.621 0.093 3.470
H26 4.971 -0.755 4.959
H27 2.582 -0.863 4.653
H28 3.211 -2.461 4.362
H29 3.160 -1.913 1.831
H30 2.361 -0.408 2.231
H31 0.532 -2.832 4.036
H32 0.947 -3.904 0.534
H33 -0.452 -4.145 1.555
H34 1.048 -6.113 1.742
H35 1.028 -5.276 3.279
H36 3.168 -4.095 2.611
H37 3.192 -5.046 1.146
H38 3.323 -6.167 4.002
H39 4.667 -6.082 2.865
H40 3.307 -7.154 2.545
Cl1 -0.774 -0.411 4.989
C23 -2.019 -1.157 4.020
C24 -3.243 -1.402 4.619
C25 -4.322 -1.856 3.873
C26 -4.177 -2.032 2.505
C27 -2.942 -1.780 1.950
Cl2 -2.743 -1.926 0.194
C28 -1.797 -1.376 2.649
N1 -0.577 -1.223 1.995
H41 -3.352 -1.211 5.679
H42 -5.274 -2.047 4.350
H43 -5.003 -2.353 1.885

Mulliken population analysis, charges in e, atoms 1 to 8: 0.71 -1.83 0.79 -1.81 0.87 -0.62 -0.86 0.95